Below is a 2-piece molecular cluster, C3H2NO3 overall, with properties calculated with ωB97M-V with the def2-TZVPD basis set.

```
9
Properties=species:S:1:pos:R:3
C 1.02438 -0.93192 0.61298
C -0.91845 1.01662 -0.56791
C -0.46592 -0.29293 -0.80393
N 1.35757 -0.08583 1.45881
O -0.69526 2.22367 -0.41214
O 1.32644 -1.97667 0.04971
O -1.78017 0.05832 -0.11448
H -0.66190 -0.71988 -1.75728
H 0.81330 0.70862 1.53425
```

Output
Net charge: -1
Total energy: -395.95220 hartree
Relative energy (zero: lowest compared OMol25 entry of this formula, charge and spin): 324.31 kJ/mol
Molar mass: 100.1 g/mol